Record 1
{"formula": "C13H15FeN2O3", "method": "ωB97M-V/def2-TZVPD", "multiplicity": 5, "total_charge": 1, "homo_lumo_gap_ev": [6.286, 5.465], "e_above_lowest_kcal_mol": 0.0, "s2": 6.06, "homo_ev": [-9.46, -11.27], "fmax_ev_per_a": 6.2, "symbols": ["Fe", "O", "O", "O", "N", "N", "C", "C", "C", "C", "C", "C", "C", "C", "C", "C", "C", "C", "C", "H", "H", "H", "H", "H", "H", "H", "H", "H", "H", "H", "H", "H", "H", "H"], "xyz": [[3.17101, 0.90886, -2.18926], [2.74002, -1.64279, -0.86072], [5.49352, 0.26245, -3.73953], [4.73185, 1.48191, 0.19200], [-1.45093, -0.34686, 0.97994], [-2.31547, -1.94825, 2.18829], [-0.61603, -0.02892, -1.22670], [-0.87007, -2.13522, 2.34542], [4.48691, 0.61821, -3.28127], [0.46879, 0.63768, -1.97203], [-1.24122, 0.70497, 0.05599], [0.74915, 2.24581, -0.20066], [2.99276, -0.67226, -1.46215], [-2.58196, -0.96612, 1.32146], [-0.16620, 1.61579, 0.58976], [-3.90948, -0.41754, 0.94893], [1.06834, 1.83656, -1.56382], [4.12668, 1.36151, -0.79511], [-0.29274, -0.95349, 1.60050], [1.24405, 3.13017, 0.19278], [-0.56321, -2.11206, 3.39371], [0.18257, -0.21732, 2.25608], [-3.97804, -0.24281, -0.13136], [0.85195, 0.11630, -2.87377], [-1.47531, -0.29676, -1.87019], [-0.12281, 1.72038, 1.68993], [-4.06611, 0.57044, 1.42099], [1.49074, 2.59351, -2.28715], [-2.13916, 1.22218, -0.28402], [-4.70622, -1.10279, 1.25671], [0.46065, -1.25225, 0.86016], [-3.00785, -2.61649, 2.52054], [-0.55905, -3.07100, 1.86772], [-0.19714, -1.00378, -0.94316]], "forces_ev_per_angstrom": [[-2.0530, 1.1576, 0.2094], [0.6225, 1.7409, -1.0312], [-2.0635, 0.8914, 0.6532], [-1.1950, -0.2058, -2.0282], [-1.7433, -0.9896, 0.8203], [-0.7609, 0.0974, -0.5003], [-0.8527, -0.1892, -0.1068], [0.2275, -0.6915, 0.2316], [3.7843, -1.3867, -2.2036], [-0.4886, -1.2089, -1.7545], [2.6082, 0.0938, -2.2501], [3.2070, 1.4181, -5.1321], [-1.1336, -3.4102, 1.4182], [1.2114, 0.9826, 0.7716], [-2.2869, -1.6500, 2.5073], [-0.4808, -0.1682, -0.1347], [-0.9828, 2.7870, 3.5822], [2.3385, 1.1209, 3.4858], [0.9760, 0.2328, 0.2160], [-0.0906, 0.0114, -0.1220], [-0.2432, -0.2555, -0.1411], [-0.0943, -0.3221, 0.0233], [0.0399, -0.2288, 0.2040], [-0.6418, 0.4283, 0.4577], [0.3350, 0.1269, -0.1367], [-0.0624, 0.2342, -0.7873], [0.1792, -0.5360, 0.0036], [0.0049, -0.8686, 0.8297], [-0.1482, -0.0663, 0.3916], [0.1275, 0.2486, -0.1011], [-0.2192, 0.1056, 0.1484], [0.2703, 0.4032, -0.1773], [-0.1129, 0.0526, 0.3323], [-0.2785, 0.0444, 0.3210]]}



Record 2
{"formula": "C11H17NOSSi", "method": "ωB97M-V/def2-TZVPD", "homo_lumo_gap_ev": 9.298, "e_above_lowest_kcal_mol": 11.7, "smiles": "COc1ccc([Si@@]2(C)NC[C@@H](C)S2)cc1", "homo_ev": -8.61, "fmax_ev_per_a": 3.1, "symbols": ["S", "Si", "O", "N", "C", "C", "C", "C", "C", "C", "C", "C", "C", "C", "C", "H", "H", "H", "H", "H", "H", "H", "H", "H", "H", "H", "H", "H", "H", "H", "H", "H"], "xyz": [[2.88377, -0.66224, -1.07326], [0.96694, 0.25207, -1.56974], [-3.37260, -1.92225, 1.88474], [1.28653, 1.99892, -1.32698], [2.65529, 0.43001, 1.37375], [-1.47135, 0.45979, -0.17608], [0.48880, -0.07765, -3.37938], [2.61428, 2.08540, -0.65817], [-2.57325, -0.01827, 0.53231], [-1.38888, -2.09371, 0.71733], [-3.96544, -1.03243, 2.82109], [-0.31015, -0.35285, -0.35310], [-2.47301, -1.30067, 1.03685], [3.17704, 0.78027, -0.07351], [-0.30349, -1.68916, -0.08912], [1.62834, 0.17121, 1.41781], [4.28231, 0.88762, -0.05330], [-4.53315, -1.58163, 3.55385], [3.17735, -0.47008, 1.63576], [3.34108, 2.43037, -1.34897], [-1.55559, 1.40038, -0.64611], [0.28100, 0.85584, -3.94186], [-0.42047, -0.68413, -3.42154], [1.23966, -0.69645, -3.82207], [-4.72554, -0.41327, 2.31367], [0.54629, -2.35056, -0.38083], [-3.24917, -0.38696, 3.35660], [2.67749, 2.89779, 0.10857], [1.22752, 2.58510, -2.15099], [-3.53817, 0.46438, 0.55306], [-1.36566, -3.14381, 1.02907], [2.77220, 1.17696, 2.13053]], "forces_ev_per_angstrom": [[-0.7957, -0.2139, -1.3665], [0.0630, 0.9955, -0.5799], [0.0662, 0.7583, 0.0895], [0.5901, -1.7959, 0.6106], [0.9734, 0.0869, -1.1459], [0.0933, -1.8501, 0.8596], [-0.9900, 0.3339, 0.7665], [-0.1059, 1.0904, 0.4488], [0.2249, -0.0971, -0.6399], [1.2793, -1.9580, -0.7564], [-0.7848, 0.7013, -0.3700], [-0.1379, 2.1143, -2.2700], [0.5417, -1.2527, 0.7050], [-0.0196, 0.7215, 2.1408], [-1.0788, -0.4282, 1.7383], [-1.1563, -0.1949, -0.4832], [-0.6525, 0.0896, 0.2461], [0.0960, -0.6297, 0.1787], [0.3716, -0.3814, 0.5280], [0.7290, 0.1807, -1.1365], [0.2546, 1.0583, -0.3072], [0.4007, -0.5708, 0.2188], [-0.0961, 0.1333, 0.0871], [0.7070, -0.0210, -0.5842], [0.3849, 0.1005, 0.1663], [-0.9097, 0.5320, 0.4554], [-0.0116, -0.2762, -0.4187], [-0.5353, -0.7669, -0.0719], [0.1798, -0.1493, 0.1366], [0.1469, 0.5161, 0.2195], [-0.4000, 0.4341, 0.2395], [0.5718, 0.7394, 0.2951]]}